Formula: C8H22MgN5O11
Source: the Open Molecules 2025 dataset
Level of theory: ωB97M-V/def2-TZVPD

frontier orbital gap (spin up / spin down)	8.660 / 3.584	eV
E_LUMO (spin up / spin down)	0.0 / -5.0	eV
E	-1619.144101	hartree
relative energy (zero: lowest compared OMol25 entry of this formula, charge and spin)	0.0	kcal/mol
HOMO energy (spin up / spin down)	-0.31992 / -0.31650	Ha
maximum force	4.9	eV/Å
<S²>	0.76

Structure (ORCA input):
```
! RIJCOSX wB97M-V def2-TZVPD def2/J DEFGRID3
* xyz 0 2
Mg 0.677 -0.566 0.841
N -0.883 -3.078 1.376
O -1.924 -2.593 1.797
O -0.110 -2.510 0.622
O -0.457 -4.126 1.819
N 3.870 -1.516 0.669
O 2.656 -1.333 0.598
O 4.497 -0.767 -0.102
O 4.374 -2.391 1.297
N 1.223 -1.363 3.855
O 0.816 -1.104 4.962
O 0.793 -0.794 2.837
O 2.081 -2.271 3.670
C 1.197 1.399 -2.779
C 1.618 0.779 -1.475
C 1.533 1.863 -0.291
O 1.302 1.214 0.960
C 1.602 2.121 2.094
N 0.622 -0.263 -1.143
H 1.012 0.708 -3.601
H 2.030 1.934 -3.233
H 0.313 2.020 -2.631
H 2.621 0.355 -1.529
H 0.738 2.589 -0.461
H 2.490 2.384 -0.287
H 1.122 3.099 2.134
H 2.659 2.353 1.963
H 1.623 1.535 3.013
H -0.256 0.104 -1.480
H 0.788 -1.019 -1.793
C -2.157 1.909 -0.261
C -2.444 0.410 0.282
C -2.725 -0.600 -0.838
O -1.949 -0.490 -1.980
C -2.568 -1.052 -3.154
N -1.308 0.042 1.127
H -1.498 1.937 -1.129
H -1.903 2.602 0.541
H -3.149 2.172 -0.630
H -3.356 0.477 0.875
H -3.786 -0.566 -1.086
H -2.591 -1.580 -0.380
H -2.911 -2.075 -2.998
H -1.819 -1.216 -3.929
H -3.438 -0.569 -3.599
H -1.624 -0.823 1.541
H -1.399 0.661 1.920
*
```